Entry 1:
Here is a structure of composition C4H4LiO5Rb from the Open Molecules 2025 dataset. Energies are from ωB97M-V with the def2-TZVPD basis set.

The geometry in XYZ format:
```
15
Properties=species:S:1:pos:R:3:lowdin_charge:R:1
O -0.32 -1.67 -0.78 0.029
C 0.56 -0.71 -0.67 -0.532
C -0.21 -2.60 0.32 -0.103
O 0.40 0.69 -1.00 -0.237
O 1.44 -1.02 0.27 -0.070
C 0.86 -1.95 1.21 -0.116
H 0.08 -3.58 -0.07 0.124
H -1.19 -2.67 0.81 0.124
H 1.66 -2.62 1.52 0.122
H 0.46 -1.39 2.06 0.121
O -2.36 3.20 -0.74 -0.289
C -1.16 2.94 -1.10 -0.423
O -0.38 4.02 -1.15 -0.367
Li 2.34 1.39 -0.34 0.634
Rb -2.19 5.95 -0.34 0.983
```

Values from the calculation:
* energy above the lowest of the compared OMol25 structures with the same formula, charge and spin: 3.843 eV


Entry 2:
Here is a structure of composition C12H10O3 from the Open Molecules 2025 dataset. Energies are from ωB97M-V with the def2-TZVPD basis set.

The geometry in XYZ format:
```
25
Properties=species:S:1:pos:R:3:lowdin_charge:R:1
O -0.15 1.82 -2.24 0.263
C 0.58 2.09 -1.46 -0.862
O 0.87 3.30 -1.25 0.143
H 0.29 4.03 -1.80 0.238
C 1.38 1.37 -0.82 -0.122
C 0.93 0.07 -0.40 -0.147
C 1.43 -1.04 -0.93 -0.077
C 0.63 -2.45 -0.84 0.038
C -0.38 -2.48 0.03 -0.023
C -0.87 -1.29 0.80 -0.262
C -1.77 -1.47 1.57 -0.106
C -2.32 -0.22 2.09 -0.083
C -1.91 1.15 1.97 -0.003
C -0.62 1.01 1.12 0.005
C -0.28 -0.07 0.38 -0.119
H -0.10 2.12 0.96 0.171
H -2.15 2.05 2.56 0.094
H -3.13 -0.15 3.00 0.130
H -2.42 -2.44 1.86 0.185
H -0.72 -3.43 0.40 0.104
H 1.01 -3.32 -1.31 0.077
O 2.60 -1.17 -1.90 -0.077
H 2.63 -2.14 -2.26 0.128
H 2.61 1.05 -1.38 0.286
H 1.86 1.61 -0.14 0.020
```

Values from the calculation:
* energy above the lowest of the compared OMol25 structures with the same formula, charge and spin: 10.374 eV


Entry 3:
Here is a structure of composition C30H42N2O2P2Zn from the Open Molecules 2025 dataset. Energies are from ωB97M-V with the def2-TZVPD basis set.

The geometry in XYZ format:
```
79
Properties=species:S:1:pos:R:3:lowdin_charge:R:1
P 0.31 -2.46 -4.64 0.931
P 0.22 1.33 -3.76 0.983
C 0.28 -0.92 -5.63 -0.362
C 1.01 0.30 -5.08 -0.311
H -0.77 -0.74 -5.88 0.050
H 0.74 -1.20 -6.59 0.086
H 2.03 0.05 -4.76 0.079
H 1.10 1.00 -5.93 0.084
C -0.66 2.60 -4.74 -0.199
H -0.97 3.43 -4.08 0.060
H -1.54 2.19 -5.25 0.065
H 0.00 3.03 -5.52 0.052
C 1.49 2.18 -2.83 -0.185
H 1.73 3.14 -3.32 0.066
H 2.43 1.60 -2.80 0.058
H 1.18 2.41 -1.80 0.054
C -0.85 -3.56 -5.52 -0.176
H -1.19 -4.37 -4.86 0.055
H -0.35 -4.00 -6.39 0.042
H -1.73 -3.00 -5.87 0.057
C 1.94 -3.11 -5.09 -0.212
H 2.67 -2.29 -5.16 0.042
H 1.87 -3.56 -6.10 0.045
H 2.29 -3.88 -4.39 0.051
Zn 2.06 -0.05 0.76 0.946
C -1.31 0.38 -3.09 -0.415
C -2.01 -0.55 -3.96 -0.315
C -3.11 -1.37 -3.44 -0.249
C -2.75 -2.36 -2.26 -0.273
C -1.53 -3.10 -2.53 -0.240
C -0.22 -2.60 -2.89 -0.480
C 0.33 -1.30 -2.10 -0.200
C -0.72 -0.25 -1.79 -0.220
C 2.08 -2.05 1.00 -0.228
H -1.99 1.21 -2.80 0.104
H -2.17 -0.20 -5.00 0.055
H -3.50 -1.99 -4.28 0.098
H -3.94 -0.73 -3.11 0.083
H -2.75 -1.81 -1.31 0.069
H -3.55 -3.12 -2.17 0.102
H -1.58 -4.19 -2.50 0.058
H 0.49 -3.41 -2.61 0.104
H 1.16 -0.85 -2.67 0.072
H 0.79 -1.66 -1.17 0.041
H -1.51 -0.65 -1.14 0.097
H -0.26 0.55 -1.19 0.075
H 3.02 -2.43 0.58 -0.037
H 1.23 -2.62 0.58 -0.009
H 2.07 -2.18 2.10 -0.015
O 1.42 2.91 1.48 0.014
C 1.07 2.17 2.38 -0.550
N 0.46 2.50 3.59 0.131
C 0.29 1.38 4.46 -0.298
C 0.54 0.23 3.47 -0.429
O 0.19 -0.94 3.64 0.069
N 1.18 0.77 2.39 0.037
C 1.40 1.36 5.53 -0.161
C 2.25 0.26 5.74 -0.012
C 3.30 0.38 6.67 -0.073
C 3.47 1.56 7.38 -0.093
C 2.59 2.64 7.21 -0.071
C 1.53 2.52 6.31 -0.036
C -1.08 1.45 5.14 -0.144
C -1.26 0.98 6.44 -0.015
C -2.47 1.22 7.11 -0.073
C -3.50 1.89 6.45 -0.092
C -3.34 2.32 5.13 -0.072
C -2.12 2.08 4.47 -0.026
H 0.32 3.47 3.83 0.160
H 2.08 -0.68 5.21 0.115
H 3.96 -0.48 6.82 0.105
H 4.28 1.65 8.10 0.100
H 2.69 3.57 7.77 0.103
H 0.79 3.31 6.20 0.124
H -0.44 0.45 6.94 0.123
H -2.57 0.87 8.14 0.106
H -4.44 2.07 6.97 0.101
H -4.14 2.83 4.60 0.101
H -1.99 2.41 3.43 0.118
```

Values from the calculation:
* energy above the lowest of the compared OMol25 structures with the same formula, charge and spin: 4.432 eV


Entry 4:
Here is a cluster of 2 separate species, C18H21N2O3 in total from the Open Molecules 2025 dataset. Energies are from ωB97M-V with the def2-TZVPD basis set.

The geometry in XYZ format:
```
44
Properties=species:S:1:pos:R:3:lowdin_charge:R:1
N 3.74 0.15 -0.78 0.007
N 4.49 -1.01 -0.82 -0.071
C 5.85 -0.87 -0.72 -0.350
O 6.40 0.20 -0.87 0.036
H 3.78 0.61 0.12 0.089
H 4.08 0.83 -1.45 0.086
H 4.02 -1.78 -0.35 0.114
H 6.48 -1.71 -0.48 0.124
C 0.79 -3.79 5.02 -0.077
O 1.48 -4.19 3.86 -0.046
C 1.18 -3.44 2.74 -0.200
C 1.80 -3.79 1.53 0.023
C 1.56 -3.08 0.38 -0.015
C 0.67 -1.99 0.37 -0.212
C 0.44 -1.25 -0.82 0.047
C -0.52 -0.26 -0.92 -0.069
C -0.72 0.53 -2.02 0.057
C -1.66 1.59 -2.05 -0.208
C -1.91 2.28 -3.25 0.005
C -2.82 3.30 -3.30 0.028
C -3.52 3.70 -2.15 -0.197
O -4.43 4.75 -2.28 -0.045
C -5.07 5.11 -1.08 -0.076
C -3.27 3.02 -0.95 0.006
C -2.37 2.00 -0.90 0.012
C 0.04 -1.65 1.59 0.013
C 0.30 -2.35 2.74 0.006
H 1.08 -4.46 5.84 0.106
H 1.06 -2.77 5.28 0.100
H -0.29 -3.88 4.86 0.102
H 2.46 -4.63 1.52 0.129
H 2.03 -3.38 -0.55 0.123
H 1.07 -1.44 -1.67 0.128
H -1.17 -0.12 -0.09 0.087
H -0.12 0.36 -2.90 0.135
H -1.37 1.99 -4.14 0.126
H -3.02 3.82 -4.22 0.130
H -5.75 5.94 -1.30 0.106
H -5.66 4.27 -0.71 0.101
H -4.34 5.43 -0.34 0.101
H -3.79 3.32 -0.06 0.108
H -2.18 1.52 0.04 0.112
H -0.62 -0.81 1.63 0.113
H -0.19 -2.06 3.65 0.108
```

Values from the calculation:
* total charge: +1
* energy above the lowest of the compared OMol25 structures with the same formula, charge and spin: 2.289 eV


- Which of these has the highest energy above the lowest of the compared OMol25 structures with the same formula, charge and spin?
  C12H10O3


- Which formula does entry 1 have?
  C4H4LiO5Rb